The following is a quantum chemistry calculation of C35H34ClNOSi2W as an isolated structure, from OMol25.

The calculation puts the gap between HOMO and LUMO (alpha / beta) at 2.93 / 3.08 eV. As for the energy relative to the best compared isomer or geometry (same formula, charge and spin): 0.00 kJ/mol.

The geometry in ORCA input format:
```
! RIJCOSX wB97M-V def2-TZVPD def2/J DEFGRID3
* xyz 2 3
C -0.480 -5.703 1.167
C 0.694 -4.932 0.842
C 0.865 -3.952 1.882
H 1.414 -5.166 0.061
C -0.219 -4.071 2.801
C -1.069 -5.131 2.353
H -2.006 -5.437 2.805
H -0.804 -6.590 0.624
H 1.704 -3.263 1.946
H -0.392 -3.437 3.658
W -1.063 -3.573 0.741
Si -1.136 4.149 -0.867
C 0.206 4.809 -2.008
C 0.175 5.988 -2.793
H -0.702 6.638 -2.786
C 1.288 6.352 -3.567
H 1.259 7.260 -4.176
C 2.450 5.570 -3.573
H 3.311 5.847 -4.184
C 2.498 4.421 -2.776
H 3.400 3.805 -2.748
C 1.393 4.045 -1.999
H 1.466 3.158 -1.361
C -0.944 5.085 0.753
C 0.244 5.775 1.107
H 1.013 5.970 0.354
C 0.434 6.243 2.419
H 1.385 6.710 2.691
C -0.588 6.134 3.369
H -0.422 6.465 4.394
C -1.828 5.622 2.972
H -2.652 5.603 3.688
C -2.025 5.152 1.665
H -3.022 4.852 1.336
H -0.911 2.692 -0.660
Si -0.322 -1.230 0.108
C -0.087 -0.474 1.829
C 1.134 0.104 2.192
H 1.951 0.184 1.468
C 1.321 0.582 3.500
H 2.298 0.973 3.803
C 0.286 0.520 4.445
H 0.450 0.857 5.479
C -0.931 -0.058 4.067
H -1.728 -0.161 4.809
C -1.129 -0.536 2.765
H -2.097 -0.962 2.496
C 1.258 -0.907 -0.874
C 2.342 -1.789 -0.761
H 2.232 -2.742 -0.233
C 3.596 -1.453 -1.293
H 4.425 -2.153 -1.154
C 3.781 -0.261 -1.997
H 4.759 -0.012 -2.408
C 2.685 0.584 -2.176
H 2.809 1.501 -2.756
C 1.426 0.258 -1.643
H 0.579 0.919 -1.832
H -2.496 4.291 -1.472
Cl -1.777 -0.141 -0.878
O 0.339 -3.707 -2.381
C -0.552 -4.602 -3.049
C -1.779 -4.839 -2.193
C -2.747 -5.811 -2.508
C -3.817 -6.053 -1.645
C -3.879 -5.380 -0.423
C -2.882 -4.440 -0.110
N -1.833 -4.189 -1.002
H 1.226 -3.814 -2.749
H -0.062 -5.582 -3.190
H -0.848 -4.219 -4.037
H -2.602 -6.352 -3.456
H -4.587 -6.771 -1.923
H -4.641 -5.588 0.332
H -3.038 -3.638 0.723
*
```